1.
This record from the OMol25 dataset describes C3H7CsNO9S2 as an isolated structure at a distorted geometry. The level of theory is wB97M-V/def2-TZVPD.

Values from the calculation:
Total charge ... -3
ΔE to the lowest compared entry with this formula, charge and spin ... 18.38 kcal per mole
HOMO energy ... 2.57 eV
Orbital gap ... 3.0637 eV

XYZ file:
```
23
Properties=species:S:1:pos:R:3:forces:R:3:mulliken_charge:R:1
Cs -19.08070 -6.00629 -15.12725 -0.7 -0.8 -0.3 1.10
S -19.94784 -8.58924 -17.42371 -3.9 -0.2 0.5 1.03
O -21.39975 -8.28397 -17.32678 -0.1 -0.4 -0.9 -0.69
O -19.28568 -7.31177 -17.63831 2.3 2.5 -0.2 -0.81
O -19.60580 -9.17542 -16.12653 1.8 -0.6 1.3 -0.75
O -19.63077 -9.47236 -18.54055 0.6 -1.3 -1.1 -0.79
S -22.31450 -5.83783 -13.66189 2.2 -2.0 -2.5 1.11
O -22.75317 -4.85940 -12.67829 -0.9 1.2 2.2 -0.82
O -23.37976 -6.69776 -14.09088 -2.1 -0.4 -0.2 -0.72
O -21.72768 -5.09340 -14.81499 0.0 1.0 -0.2 -0.86
O -21.22591 -6.72288 -13.16793 0.7 0.5 1.3 -0.81
C -19.68547 -3.47525 -12.50722 -1.3 -0.1 -0.1 -0.72
C -20.62083 -2.32149 -12.09280 0.3 0.1 0.2 0.69
O -20.06390 -1.25599 -11.80971 -0.2 0.9 0.2 -0.77
N -21.96323 -2.51493 -11.99469 1.6 0.7 0.2 0.00
C -22.91724 -1.51147 -11.63654 0.7 0.6 0.1 -1.05
H -19.84039 -4.28791 -11.79751 0.2 -0.2 -0.1 0.35
H -18.64621 -3.15098 -12.56101 -0.2 0.3 0.4 0.28
H -19.96585 -3.88332 -13.47829 -0.4 0.0 0.1 -0.11
H -22.30578 -3.43358 -12.23725 -0.4 -1.5 -0.7 0.40
H -22.39004 -0.56334 -11.53070 0.0 0.2 -0.2 0.36
H -23.38444 -1.68244 -10.66669 -0.1 -0.3 0.2 0.28
H -23.70322 -1.41739 -12.38587 0.0 -0.1 -0.1 0.29
```
Positions in Å, forces in eV/Å.

=====

2.
This record from the OMol25 dataset describes one molecule with the formula C6H14N2O2 at a distorted geometry. The level of theory is wB97M-V/def2-TZVPD.

Values from the calculation:
ΔE to the lowest compared entry with this formula, charge and spin ... 56.25 kcal per mole
HOMO energy ... -8.50 eV
SMILES string ... NCCCC[C@H](N)C(=O)O
Orbital gap ... 9.2588 eV

XYZ file:
```
24
Properties=species:S:1:pos:R:3:forces:R:3:nbo_charge:R:1
N 3.65347 0.67600 0.67544 -0.9 -0.5 3.4 -0.88
C 2.67943 0.31606 -0.32222 -2.6 2.5 -0.1 -0.20
C 1.32244 -0.22467 0.21126 1.0 0.7 2.4 -0.40
C 0.39022 -0.82095 -0.82713 0.5 0.1 0.1 -0.42
C -0.98191 -1.22972 -0.33471 0.9 -0.4 0.9 -0.39
C -1.79450 -0.21110 0.42125 -1.0 -2.8 1.0 -0.17
N -3.16192 -0.75980 0.56834 0.1 2.9 -0.6 -0.83
C -1.73353 1.12233 -0.09213 0.4 2.1 -1.5 0.78
O -0.81833 1.62197 -0.69446 1.1 0.0 -0.5 -0.62
O -2.76149 1.88706 0.15645 -1.8 1.8 -0.1 -0.65
H 3.31645 0.85318 1.70147 0.8 -0.3 -3.1 0.37
H 4.46383 1.21357 0.42844 -0.2 0.2 -0.2 0.38
H 2.21647 1.23306 -0.84031 1.3 -0.9 -0.1 0.16
H 3.09891 -0.32969 -1.03491 0.6 -0.9 -1.1 0.18
H 0.90255 0.67250 0.72570 -0.2 -0.5 -0.6 0.20
H 1.53292 -0.85519 1.09345 -0.1 -0.6 -0.5 0.19
H 0.89768 -1.69485 -1.23315 -0.1 0.0 -0.4 0.21
H 0.23151 -0.03391 -1.56863 0.3 -0.5 -0.3 0.24
H -1.66419 -1.48586 -1.06716 -0.8 -0.2 -2.7 0.21
H -1.05042 -2.21783 0.15362 0.7 0.6 0.8 0.20
H -1.34782 -0.08053 1.39608 -0.1 -0.1 0.8 0.23
H -3.72468 -0.81833 -0.28673 0.7 -0.1 0.6 0.37
H -3.12672 -1.57223 1.09198 -0.2 -1.9 0.8 0.36
H -2.54036 2.73895 -0.32195 -0.3 -1.1 0.8 0.50
```
Positions in Å, forces in eV/Å.

=====

3.
This record from the OMol25 dataset describes a 2-piece molecular cluster, C9H15NOSi overall at a distorted geometry. The level of theory is wB97M-V/def2-TZVPD.

Values from the calculation:
ΔE to the lowest compared entry with this formula, charge and spin ... 59.50 kcal per mole
HOMO energy (spin up / spin down) ... -7.03 / -7.03 eV
Orbital gap (spin up / spin down) ... 7.2707 / 7.2756 eV

XYZ file:
```
27
Properties=species:S:1:pos:R:3:forces:R:3:nbo_charge:R:1
C 0.93604 -1.87318 3.66300 -1.0 0.5 -3.0 -0.24
C 1.85850 -1.91868 2.58918 -1.1 -0.9 0.4 -0.22
C -0.35052 -1.37897 3.40803 0.8 0.3 0.7 -0.22
C 1.48521 -1.56912 1.30556 1.4 1.1 -1.1 -0.29
C -0.65660 -0.91863 2.11468 -3.7 1.7 2.3 -0.30
C 0.21189 -1.01590 1.12182 1.7 0.8 -4.5 -0.22
C -0.27437 3.35570 -1.11179 0.7 -0.5 3.3 -0.41
C -2.72238 -0.19339 -1.93849 -1.3 0.5 2.0 -0.26
C 1.40232 -0.33556 -2.50676 -3.4 -0.6 -1.4 -1.10
N 0.43927 2.10459 -1.37513 0.6 -0.3 0.2 -1.10
O -1.59706 0.70655 -2.05103 -3.8 -0.4 -1.8 -0.94
Si -0.12435 0.51555 -1.62130 4.5 -0.6 2.5 1.99
H 1.16825 -2.39639 4.52330 0.5 -0.5 2.0 0.20
H 2.76331 -2.46243 2.73599 0.9 0.0 0.2 0.20
H -1.04733 -1.22981 4.24777 0.2 -0.3 -0.6 0.21
H 2.32328 -1.54360 0.47834 -1.9 -0.3 1.5 0.20
H -1.66160 -0.31295 1.99228 1.9 -1.5 0.1 0.20
H -1.08970 3.36466 -1.79179 -0.8 0.7 -0.2 0.21
H -0.56509 3.51306 0.01229 -0.4 -1.1 -1.8 0.18
H 0.37413 4.21794 -1.08841 0.4 0.2 -1.4 0.21
H -3.46734 -0.31770 -2.77206 1.8 0.2 -0.1 0.20
H -3.44870 0.26972 -1.16942 1.4 -0.8 -0.7 0.19
H -2.28312 -1.12964 -1.54389 -1.0 0.2 -0.3 0.20
H 0.99668 -0.77299 -3.51098 1.0 1.1 1.5 0.24
H 2.11612 0.44718 -2.60456 0.6 0.5 -0.5 0.24
H 1.78842 -1.17365 -1.98433 0.3 -0.6 0.7 0.25
H 1.42475 2.04768 -1.12231 -0.3 0.6 0.0 0.40
```
Positions in Å, forces in eV/Å.

=====

4.
This record from the OMol25 dataset describes a 2-piece molecular cluster, C4H10FO3PSi overall at a distorted geometry. The level of theory is wB97M-V/def2-TZVPD.

Values from the calculation:
Total charge ... -2
ΔE to the lowest compared entry with this formula, charge and spin ... 49.07 kcal per mole
HOMO energy ... -1.22 eV
Orbital gap ... 7.4534 eV

XYZ file:
```
20
Properties=species:S:1:pos:R:3:forces:R:3:nbo_charge:R:1
C 1.01994 -1.60798 0.45803 -2.0 1.4 -2.1 -1.08
C 1.46638 1.33314 0.56605 0.9 0.7 -0.3 -1.15
C 0.70746 0.37594 -1.96127 -2.1 1.3 -2.2 -1.07
C -1.48470 0.23055 0.81701 1.3 -2.8 -2.7 -0.65
O -1.55661 -2.20054 -0.26344 1.1 -1.0 -1.5 -1.20
O -3.88067 -1.40825 -0.03941 -0.7 1.2 0.7 -1.14
O -1.85228 -0.84056 1.78963 -0.5 -0.4 0.3 -0.84
F -1.36953 3.33604 0.65769 0.1 0.1 0.0 -0.99
Si 0.25573 0.08108 -0.06461 0.8 -0.8 0.1 1.60
P -2.45082 -1.15690 0.27351 0.2 -0.7 0.8 2.29
H 0.30846 -2.04696 1.05984 -1.8 -0.8 1.7 0.26
H 1.09581 -2.34895 -0.29103 0.3 -0.5 -1.3 0.22
H 1.87105 -1.55970 0.99174 3.3 0.5 1.7 0.18
H 1.88823 1.14432 1.52371 0.7 -0.7 0.9 0.21
H 2.24598 1.71203 -0.11094 0.3 -1.0 -0.1 0.20
H 1.04665 2.27517 0.73158 -1.8 1.6 0.3 0.28
H 1.52973 -0.25576 -2.32434 -0.2 -0.2 0.4 0.21
H -0.11982 0.36637 -2.84060 1.5 -0.4 2.1 0.21
H 1.08791 1.43546 -2.08298 -0.4 -1.0 0.5 0.21
H -1.80890 1.13551 1.10984 -1.0 3.4 0.7 0.26
```
Positions in Å, forces in eV/Å.

=====

5.
This record from the OMol25 dataset describes a 7-piece molecular cluster, C44H85BN2O8S3 overall at a distorted geometry. The level of theory is wB97M-V/def2-TZVPD.

Values from the calculation:
HOMO energy ... -7.71 eV
SMILES string ... CCCCN(CCCCc1cccc2c1Nc1cc(B(O)OCC)ccc1S2)C(=S)SCCC.CC(C)O.CC(C)O.CC(C)O.CC(C)O.CC(C)O.CC(C)O
Orbital gap ... 7.9619 eV

XYZ file:
```
143
Properties=species:S:1:pos:R:3:forces:R:3:mulliken_charge:R:1
C -0.28809 0.69074 1.23450 -0.2 0.7 -0.9 -0.60
C -0.91229 2.07037 0.86934 0.7 -0.8 0.0 -0.74
C -0.32308 2.48889 -0.48848 -0.3 0.8 0.6 2.28
C -0.88944 3.82415 -1.03295 -0.4 -0.7 -0.4 -2.25
N 0.03771 4.54790 -1.93453 0.3 -0.7 1.8 0.19
C 0.67793 3.67594 -2.93504 0.1 0.3 -1.1 -0.90
C -0.29837 2.84390 -3.77655 0.4 0.2 -0.8 -0.13
C 0.49370 1.83055 -4.65947 -0.2 -0.2 0.1 -1.24
C 0.04015 0.37487 -4.41079 0.4 0.2 0.3 -1.20
C 0.78777 -0.30755 -3.26570 -0.8 0.2 0.0 1.30
C 2.12225 -0.08137 -2.98753 0.4 0.0 0.0 -0.68
C 2.75389 -0.73673 -1.93508 0.8 0.4 -0.3 -0.89
C 2.07360 -1.59919 -1.11578 -0.4 -0.5 0.5 -1.00
C 0.72821 -1.81372 -1.37297 -1.0 -0.4 0.3 0.86
C 0.08891 -1.20153 -2.43433 0.0 0.7 -0.8 -0.84
N -1.30257 -1.42967 -2.74803 0.6 -0.7 0.6 -0.22
C -2.15134 -1.37727 -1.58690 0.0 0.2 -0.7 0.09
C -3.33293 -0.68139 -1.69653 -0.7 0.4 0.2 -0.30
C -4.23581 -0.60845 -0.62800 0.0 0.1 -0.1 0.10
B -5.58178 0.17562 -0.85252 -0.4 -0.4 -0.2 0.75
O -6.04355 0.30797 -2.18433 0.6 0.7 0.7 -0.54
O -6.31643 0.72929 0.16436 0.3 0.1 -0.8 -0.44
C -7.09153 1.88010 -0.26520 -0.5 0.2 1.3 -0.20
C -7.66213 2.57035 1.00171 0.7 -0.8 -0.8 -0.88
C -3.86616 -1.23686 0.55490 -0.6 0.0 0.9 -1.09
C -2.67778 -1.91919 0.69402 0.5 -0.4 0.1 -0.59
C -1.82925 -2.00139 -0.39337 0.9 -0.2 -0.4 0.63
S -0.28392 -2.89265 -0.35619 0.2 0.1 0.2 -0.45
C 0.95997 5.34540 -1.25896 0.6 0.7 -0.7 0.16
S 1.83042 6.48076 -2.05585 0.1 -0.3 0.0 -0.25
S 1.23848 5.20594 0.52967 -0.7 0.0 0.0 -0.18
C 2.90421 4.46956 0.72987 0.3 0.2 0.8 -0.95
C 2.80489 3.27409 1.70361 0.4 -0.7 -0.2 0.53
C 3.87585 2.18391 1.43048 -0.7 -0.4 -0.6 -0.99
H -0.38505 0.07113 0.33320 -0.1 -0.2 0.5 -0.28
H 0.79524 0.82541 1.36603 -0.2 -0.1 0.3 0.15
H -0.76006 0.22620 2.10370 0.2 0.0 -0.2 0.46
H -0.59444 2.77329 1.65228 -0.5 0.2 -0.3 0.33
H -2.00591 1.98319 0.81293 0.2 0.2 0.1 0.44
H 0.75535 2.63977 -0.33426 -0.2 -0.3 -0.2 -0.30
H -0.49994 1.67915 -1.20846 0.2 0.1 0.1 -0.80
H -1.79010 3.60347 -1.62754 0.2 0.1 0.1 0.43
H -1.23397 4.49063 -0.23531 0.3 -0.1 -0.1 0.60
H 1.19389 4.34281 -3.63789 -0.1 -0.1 0.2 0.58
H 1.48162 3.04401 -2.51414 -0.5 0.0 0.3 0.29
H -1.07318 2.32502 -3.20406 0.2 0.1 0.0 0.21
H -0.78333 3.53686 -4.47927 -0.3 -0.1 0.4 0.28
H 1.56014 1.97751 -4.44684 -0.2 -0.2 -0.2 0.58
H 0.35593 2.04742 -5.72548 0.0 0.1 0.2 0.46
H -1.02836 0.41362 -4.17755 0.2 -0.3 0.0 0.23
H 0.12660 -0.27134 -5.29606 0.1 0.3 0.0 0.57
H 2.71697 0.61494 -3.57452 -0.2 -0.2 0.0 0.36
H 3.81007 -0.52525 -1.77848 -0.2 -0.1 0.1 0.76
H 2.52152 -2.12503 -0.27549 0.1 0.2 -0.2 0.50
H -1.34636 -2.36686 -3.15479 -0.2 0.2 0.0 0.37
H -3.58497 -0.17499 -2.62621 0.2 -0.3 0.0 0.24
H -5.53477 1.02707 -2.58412 -0.2 -0.2 -0.4 0.30
H -7.94898 1.58116 -0.87555 0.5 -0.1 -0.3 0.28
H -6.40779 2.55147 -0.79711 -0.3 0.0 -0.1 0.35
H -7.73530 3.64469 0.81076 -0.2 -0.2 0.3 0.35
H -6.95337 2.35538 1.80889 -0.2 0.3 0.0 0.26
H -8.62790 2.11032 1.23146 0.1 0.4 0.2 0.05
H -4.52708 -1.21706 1.42242 0.1 0.1 -0.2 0.47
H -2.39028 -2.40133 1.62566 -0.2 0.1 -0.1 0.50
H 3.52383 5.23229 1.21802 -0.1 0.0 -0.4 0.49
H 3.39233 4.21648 -0.21576 -0.4 0.0 0.0 0.53
H 2.90390 3.57758 2.75272 -0.2 0.3 -0.3 0.52
H 1.82114 2.80426 1.58974 0.1 0.2 0.2 -0.68
H 4.27063 1.74235 2.34702 0.1 0.3 -0.1 0.06
H 3.38932 1.36399 0.87432 0.2 0.2 0.0 0.27
H 4.69048 2.54533 0.79359 0.0 0.0 0.4 0.37
C -13.10203 0.51352 0.80147 -0.1 0.2 -0.1 -1.41
C -11.59605 0.72101 0.75266 -0.2 -0.6 0.4 0.45
C -10.86185 -0.59808 0.56259 0.2 0.1 -0.1 -1.06
O -11.15688 1.34578 1.95864 0.1 0.3 -0.2 -0.55
H -13.37566 -0.12925 1.64297 0.1 -0.1 -0.1 0.35
H -13.61462 1.46549 0.94594 0.0 0.0 -0.1 0.34
H -13.46887 0.05588 -0.11881 0.0 0.0 0.0 0.37
H -11.34594 1.40057 -0.06393 0.1 0.1 0.1 0.29
H -11.06463 -1.27588 1.39665 -0.1 0.0 0.0 0.35
H -9.78273 -0.43605 0.53727 0.0 0.0 0.0 0.17
H -11.16238 -1.08873 -0.36469 0.0 0.0 0.0 0.37
H -11.36964 0.75899 2.69226 0.0 0.0 0.0 0.34
C -3.35640 -5.85678 2.89618 0.1 0.0 -0.2 -1.31
C -2.76847 -4.70063 3.69036 -0.5 -0.4 0.3 0.64
C -2.45130 -5.11499 5.11892 0.2 0.1 0.1 -1.46
O -3.68746 -3.60759 3.69928 0.2 0.2 -0.2 -0.52
H -4.29367 -6.19652 3.34600 0.1 0.0 0.1 0.34
H -3.58587 -5.54265 1.87675 0.1 0.0 0.0 0.32
H -2.66534 -6.70033 2.85417 0.0 0.0 0.0 0.38
H -1.85913 -4.34527 3.20165 -0.1 0.2 0.0 0.23
H -3.35978 -5.43134 5.63926 0.0 -0.1 -0.1 0.36
H -2.03826 -4.27442 5.67812 0.0 0.0 0.0 0.35
H -1.73338 -5.93648 5.14279 0.0 0.0 0.0 0.37
H -4.49738 -3.90402 4.12802 0.0 0.0 0.0 0.33
C 7.05471 1.75284 4.26616 0.0 -0.2 -0.1 -1.14
C 7.21581 2.91755 3.29952 -0.1 0.3 0.6 0.39
C 8.24549 3.91659 3.80726 0.2 0.1 -0.1 -1.07
O 5.96149 3.56762 3.11844 0.0 0.0 -0.2 -0.29
H 6.70493 2.10701 5.23965 0.1 0.1 0.0 0.15
H 6.30930 1.04742 3.89482 0.0 0.0 0.0 0.29
H 7.99755 1.22102 4.40787 0.0 0.0 0.0 0.41
H 7.52152 2.54213 2.32074 -0.1 0.0 0.0 0.33
H 7.93173 4.33622 4.76548 0.0 -0.1 0.0 0.03
H 8.34563 4.74923 3.10920 0.0 -0.1 0.0 0.32
H 9.22374 3.44770 3.93422 0.0 0.0 0.0 0.41
H 5.67243 3.90719 3.97706 0.1 0.1 0.1 0.27
C 4.21435 -4.73630 -3.99709 0.0 -0.1 -0.1 -0.99
C 4.51602 -3.69591 -5.06621 0.0 0.1 0.8 0.33
C 5.54368 -2.68030 -4.59288 0.2 0.1 -0.2 -1.09
O 3.30991 -3.02399 -5.41048 -0.1 0.1 -0.3 -0.55
H 3.80204 -4.25950 -3.10071 0.1 0.1 0.0 0.23
H 3.46936 -5.44699 -4.35246 0.2 0.1 0.0 0.30
H 5.11451 -5.28723 -3.71537 0.0 0.0 0.0 0.37
H 4.88575 -4.19301 -5.96532 -0.2 0.1 -0.1 0.38
H 5.17470 -2.13049 -3.72167 0.0 -0.1 0.1 0.10
H 5.74584 -1.93742 -5.36669 0.0 -0.1 -0.1 0.33
H 6.48271 -3.16932 -4.32618 0.0 0.0 0.0 0.40
H 2.99619 -2.59199 -4.60630 -0.1 0.0 0.0 0.28
C 1.01930 -8.30712 -5.97297 -0.1 0.2 -0.1 -1.32
C 2.52630 -8.18550 -5.80788 -0.3 -0.5 0.4 0.48
C 3.18245 -9.55408 -5.70646 0.2 0.0 -0.1 -1.36
O 2.82198 -7.42232 -4.63761 0.0 -0.1 -0.2 -0.51
H 0.57611 -8.81209 -5.10983 0.1 -0.1 0.0 0.33
H 0.56106 -7.31927 -6.03617 0.0 0.0 -0.1 0.32
H 0.76351 -8.86869 -6.87302 0.0 0.0 0.0 0.39
H 2.94523 -7.63958 -6.65460 0.1 0.1 0.1 0.27
H 2.80717 -10.09823 -4.83503 -0.1 0.0 -0.1 0.35
H 4.26124 -9.45256 -5.58023 0.0 0.0 -0.1 0.33
H 2.99034 -10.15237 -6.59862 0.0 0.0 0.0 0.39
H 2.45839 -7.89147 -3.87827 0.0 0.0 0.0 0.28
C 6.67378 6.12030 7.52753 0.2 0.0 -0.1 -1.30
C 5.51208 6.00220 6.55389 -0.1 -0.1 0.6 0.39
C 4.17706 6.17426 7.26015 -0.2 0.0 -0.2 -1.35
O 5.55401 4.72518 5.90942 0.0 0.0 -0.3 -0.45
H 6.61521 5.34305 8.29492 -0.1 0.1 0.0 0.33
H 7.62406 5.98636 7.00839 0.0 0.1 0.0 0.30
H 6.67937 7.09398 8.01909 0.0 0.0 0.0 0.41
H 5.61197 6.75460 5.77069 0.0 -0.2 -0.1 0.27
H 4.03895 5.39885 8.01913 0.1 0.0 0.1 0.35
H 3.35370 6.07837 6.55113 0.0 0.1 0.0 0.31
H 4.10910 7.14962 7.74375 0.0 0.0 0.0 0.40
H 5.46663 4.04597 6.58783 0.0 0.0 0.0 0.26
```
Positions in Å, forces in eV/Å.

=====

6.
This record from the OMol25 dataset describes one molecule with the formula CH4INOS at a distorted geometry. The level of theory is wB97M-V/def2-TZVPD.

Values from the calculation:
ΔE to the lowest compared entry with this formula, charge and spin ... 58.59 kcal per mole
HOMO energy ... -9.71 eV
SMILES string ... C[S@@](=N)(=O)I
Orbital gap ... 8.5661 eV

XYZ file:
```
9
Properties=species:S:1:pos:R:3:forces:R:3:nbo_charge:R:1
C 0.00642 0.51177 -1.08224 1.6 -2.2 -1.1 -0.80
S -0.19261 -0.10814 0.61422 -2.4 4.8 4.1 1.54
N 1.21757 -0.38999 1.11560 -0.9 0.6 -1.9 -1.08
O -1.23181 1.00744 1.52555 3.9 -4.5 -3.9 -0.84
I -1.47483 -2.09182 0.26763 -0.5 -0.5 -0.1 -0.01
H 0.69459 -0.24879 -1.66030 -1.1 1.7 1.5 0.26
H -0.84349 0.65947 -1.71720 -1.3 -0.6 0.5 0.26
H 0.37047 1.50501 -1.04135 1.2 0.8 0.5 0.26
H 1.45369 -0.84496 1.97809 -0.6 0.0 0.4 0.41
```
Positions in Å, forces in eV/Å.

=====

7.
This record from the OMol25 dataset describes one molecule with the formula CHNO2S at a distorted geometry. The level of theory is wB97M-V/def2-TZVPD.

Values from the calculation:
ΔE to the lowest compared entry with this formula, charge and spin ... 82.47 kcal per mole
HOMO energy ... -9.51 eV
SMILES string ... O=[N+]([O-])C=S
Orbital gap ... 8.4052 eV

XYZ file:
```
6
Properties=species:S:1:pos:R:3:forces:R:3:nbo_charge:R:1
O -0.51174 0.65665 1.39253 -0.8 0.0 1.5 -0.40
N -0.38349 -0.37539 0.77597 3.6 6.2 -3.4 0.54
O -0.71390 -1.44485 0.96943 -1.5 -4.2 0.7 -0.29
C 0.46501 0.27620 -0.66338 -1.9 -2.4 0.1 -0.28
S -0.09342 -0.06001 -2.09377 0.1 0.1 0.3 0.20
H 1.23754 0.94741 -0.38078 0.4 0.4 0.8 0.21
```
Positions in Å, forces in eV/Å.

=====

Calculated M, 398.13 146.19 181.31 184.18 877.18 205.02 91.09 g/mol (same order as the records).